An isolated molecule of C2H2ClFS in a non-equilibrium geometry, computed with the ωB97M-V functional and the def2-TZVPD basis.

The gap between HOMO and LUMO is 8.35 eV. The value obtained for the maximum force is 2.98 eV/Å. As for the charge: 0. The LUMO energy is -1.166 eV.

```
7
C2H2ClFS (the ωB97M-V functional and the def2-TZVPD basis)
F -1.39886 1.08269 0.01185
C -0.60453 0.00660 0.21750
Cl -1.43686 -1.49704 -0.09818
C 0.78450 0.15578 -0.37004
S 2.14149 -0.69826 0.04739
H -0.31158 -0.00905 1.29121
H 0.82585 0.95928 -1.09974
```


A cluster of 2 separate species, C4H4O in total in a non-equilibrium geometry, computed with the ωB97M-V functional and the def2-TZVPD basis.

Its multiplicity is 2. The gap between HOMO and LUMO (alpha / beta) is 7.16 / 12.05 eV. As for the expectation value of S²: 0.753. The value obtained for the maximum force is 1.72 eV/Å. As for the charge: +1. The LUMO energy (alpha / beta) is -5.243 / -5.287 eV.

```
9
C4H4O (the ωB97M-V functional and the def2-TZVPD basis)
O -1.32618 0.94236 2.81098
C -1.54857 0.90896 1.64945
H 0.17025 1.20700 -0.29194
H -2.54958 0.69679 1.18675
C 0.58698 0.23437 -0.66566
C 1.35339 -0.87545 -0.47401
C 0.77544 -0.64934 -1.68547
H 1.93664 -1.51447 0.18636
H 0.60162 -0.95022 -2.71647
```


A structure of composition C34H31Cl5CrN4Te in a non-equilibrium geometry, computed with the ωB97M-V functional and the def2-TZVPD basis.

Its multiplicity is 2. The gap between HOMO and LUMO (alpha / beta) is 5.55 / 5.41 eV. As for the expectation value of S²: 0.777. The value obtained for the maximum force is 2.70 eV/Å. As for the charge: +1. The LUMO energy (alpha / beta) is -3.736 / -3.771 eV.

```
76
C34H31Cl5CrN4Te (the ωB97M-V functional and the def2-TZVPD basis)
Cr 0.21062 -1.28723 1.29362
C 1.01567 -1.38206 4.19397
C 1.91305 -0.17992 3.91674
C 2.67790 -0.19712 2.61782
C 3.95768 0.34310 2.64257
C 4.70056 0.43813 1.48010
C 4.12933 -0.04733 0.31178
C 2.85996 -0.58347 0.36631
N 2.11877 -0.65090 1.48408
N -0.22154 -1.34709 3.41869
C -1.06901 -0.19787 3.77634
C -0.96950 0.90418 2.74908
C -1.56998 2.11734 2.98585
C -1.53307 3.11627 1.97365
C -0.74287 2.92037 0.89991
C 0.00690 1.67128 0.74400
N -0.31148 0.59777 1.62924
C -0.98864 -2.58503 3.58818
C -1.99592 -2.66264 2.47093
C -3.21090 -3.30722 2.62703
C -4.11821 -3.31807 1.57846
C -3.75768 -2.66413 0.40686
C -2.52482 -2.05049 0.32837
N -1.63497 -2.04342 1.32877
H 1.56376 -2.29801 3.94882
H 0.79553 -1.41352 5.27209
H 1.32516 0.74151 3.95055
H 2.64300 -0.12227 4.72726
H 4.35188 0.71143 3.57653
H 5.68324 0.87895 1.48719
H 4.65706 -0.00512 -0.62715
H 2.40167 -0.97976 -0.52901
H -2.11304 -0.51696 3.83792
H -0.80139 0.19735 4.76371
H -2.09079 2.29475 3.91362
H -2.11503 4.01681 2.09726
H -0.62441 3.65866 0.12115
H 1.09353 1.85269 0.74560
H -0.31620 -3.44893 3.54440
H -1.49076 -2.62355 4.56572
H -3.44396 -3.79077 3.56408
H -5.07317 -3.80676 1.68302
H -4.43251 -2.62899 -0.43200
H -2.21857 -1.53160 -0.57198
Cl 1.12883 -3.50039 1.45655
C 1.03554 -3.52672 -0.25664
C 0.43988 -2.39690 -0.80879
C 0.29757 -2.52346 -2.20366
Cl -0.59245 -1.38616 -3.16592
C 0.80312 -3.60394 -2.93797
Cl 0.68459 -3.62890 -4.65035
C 1.40050 -4.68786 -2.29735
Cl 1.97040 -6.04495 -3.17705
C 1.48793 -4.66165 -0.90902
Cl 2.11900 -6.00199 -0.03796
C -0.55257 4.64147 -6.20716
C -0.48610 3.84465 -4.94311
C 0.72684 3.43613 -4.40599
C 0.78597 2.63417 -3.27731
C 2.12101 2.19344 -2.74959
C -0.40040 2.23329 -2.65655
Te -0.33485 0.65013 -1.18410
C -1.62924 2.68463 -3.14642
C -2.94076 2.33188 -2.51295
C -1.64796 3.48398 -4.28120
H 0.44001 4.83819 -6.60062
H -1.05511 5.59168 -6.03694
H -1.12312 4.09925 -6.96027
H 1.64461 3.72956 -4.89323
H 2.92205 2.73455 -3.24585
H 2.26152 1.12599 -2.93018
H 2.18486 2.37695 -1.67587
H -2.79752 1.93993 -1.50373
H -3.45137 1.58021 -3.11418
H -3.57839 3.21231 -2.46682
H -2.60130 3.81017 -4.67085
```